Entry from the OMol25 dataset: a molecular structure, C27H18ClN4O3PtS2Se (the ωB97M-V functional and the def2-TZVPD basis).

HOMO (alpha / beta) ... -2.60 / -5.08 eV
Charge ... -1
Relative energy (zero: lowest compared OMol25 entry of this formula, charge and spin) ... 11.7 kcal/mol
LUMO (alpha / beta) ... 0.0766 / 0.0573 hartree
F_max ... 0.6 eV/A
2S+1 ... 3

Geometry (Å):
1 Pt 0.796 0.775 -1.539
2 Se 0.496 -2.922 5.276
3 N -0.082 -3.311 3.610
4 C 0.308 -2.311 2.843
5 C 0.021 -2.231 1.432
6 C -0.722 -3.197 0.754
7 C -0.992 -3.048 -0.590
8 C -0.512 -1.911 -1.250
9 N 0.197 -0.986 -0.638
10 C 0.489 -1.109 0.693
11 C 1.247 -0.094 1.304
12 N 1.707 0.931 0.531
13 C 2.385 1.912 1.062
14 C 2.678 1.962 2.434
15 C 2.237 0.941 3.242
16 C 1.518 -0.127 2.697
17 C 1.049 -1.242 3.485
18 N 1.262 -1.363 4.779
19 H -1.088 -4.050 1.311
20 H -1.575 -3.777 -1.133
21 H -0.709 -1.745 -2.301
22 H 2.713 2.694 0.386
23 H 3.235 2.797 2.833
24 H 2.429 0.939 4.308
25 S 1.351 2.688 -2.650
26 C 3.034 2.410 -3.063
27 C 3.807 3.474 -3.541
28 C 5.128 3.289 -3.899
29 C 5.706 2.026 -3.783
30 C 4.956 0.970 -3.303
31 C 3.618 1.147 -2.937
32 S 2.697 -0.226 -2.353
33 H 3.348 4.454 -3.613
34 H 5.715 4.127 -4.255
35 H 6.743 1.872 -4.056
36 H 5.396 -0.014 -3.191
37 C -5.111 -0.964 -1.490
38 C -4.265 -1.182 -0.268
39 C -4.170 -2.420 0.343
40 C -3.383 -2.591 1.473
41 Cl -3.288 -4.167 2.217
42 C -2.664 -1.540 1.998
43 C -2.737 -0.291 1.388
44 C -3.550 -0.106 0.275
45 O -3.718 1.081 -0.367
46 C -2.980 2.186 0.123
47 C -1.470 2.040 -0.087
48 O -0.723 2.508 0.757
49 O -1.172 1.416 -1.167
50 H -5.566 -1.898 -1.817
51 H -4.508 -0.557 -2.304
52 H -5.899 -0.237 -1.289
53 H -4.712 -3.263 -0.068
54 H -2.038 -1.686 2.868
55 H -2.139 0.519 1.782
56 H -3.159 2.353 1.186
57 H -3.330 3.054 -0.436

Entry from the OMol25 dataset: a molecular structure, C27H18ClN8OS3V at a distorted geometry (the ωB97M-V functional and the def2-TZVPD basis).

HOMO (alpha / beta) ... -7.43 / -7.75 eV
Relative energy (zero: lowest compared OMol25 entry of this formula, charge and spin) ... 5.7 kcal/mol
LUMO (alpha / beta) ... -0.0494 / -0.0492 hartree
F_max ... 1.4 eV/A
2S+1 ... 3

Geometry (Å):
1 V -0.102 0.065 0.257
2 Cl 6.430 -2.760 1.476
3 C 4.845 -2.284 0.951
4 C 4.472 -2.485 -0.380
5 C 3.217 -2.127 -0.812
6 C 2.296 -1.536 0.065
7 O 1.093 -1.232 -0.383
8 C 2.686 -1.328 1.405
9 C 1.786 -0.799 2.389
10 N 0.654 -0.253 2.118
11 C -0.240 0.120 3.150
12 C 0.104 0.520 4.409
13 C -0.904 0.828 5.350
14 C -2.224 0.731 5.018
15 C -2.602 0.345 3.709
16 C -3.945 0.233 3.279
17 C -4.213 -0.133 1.994
18 C -3.141 -0.360 1.108
19 N -1.885 -0.268 1.472
20 C -1.603 0.058 2.771
21 C 3.963 -1.725 1.838
22 H 5.180 -2.930 -1.066
23 H 2.916 -2.291 -1.837
24 H 2.082 -0.917 3.432
25 H 1.142 0.619 4.694
26 H -0.614 1.145 6.342
27 H -2.996 0.965 5.740
28 H -4.745 0.444 3.977
29 H -5.226 -0.232 1.631
30 H -3.322 -0.625 0.075
31 H 4.252 -1.583 2.871
32 S -1.383 2.163 -0.017
33 C -0.255 3.477 -0.264
34 C -0.698 4.794 -0.302
35 C 0.193 5.840 -0.500
36 C -0.303 7.186 -0.530
37 N -0.722 8.257 -0.540
38 C 1.557 5.565 -0.663
39 C 2.002 4.250 -0.625
40 C 1.111 3.199 -0.429
41 S 1.684 1.550 -0.416
42 C 2.506 6.621 -0.869
43 N 3.269 7.463 -1.045
44 H -1.749 5.013 -0.172
45 H 3.057 4.045 -0.751
46 C -1.786 0.900 -4.725
47 C -2.201 -0.337 -4.024
48 N -3.087 -1.185 -4.431
49 N -3.119 -2.136 -3.447
50 C -2.281 -1.905 -2.421
51 S -2.023 -2.812 -1.051
52 N -1.687 -0.733 -2.807
53 N -0.718 -0.075 -2.061
54 H -2.359 0.987 -5.645
55 H -0.723 0.875 -4.968
56 H -1.972 1.783 -4.110
57 H -3.729 -2.931 -3.519
58 H 0.214 -0.351 -2.367
59 H -0.840 0.932 -2.150

Entry from the OMol25 dataset: a molecular structure, C27H19BF2N9O5Ru (the ωB97M-V functional and the def2-TZVPD basis).

HOMO (alpha / beta) ... -9.09 / -8.84 eV
Relative energy (zero: lowest compared OMol25 entry of this formula, charge and spin) ... 0.0 kcal/mol
LUMO (alpha / beta) ... -0.0075 / -0.0389 hartree
F_max ... 0.9 eV/A
2S+1 ... 2

Geometry (Å):
1 Ru 0.083 0.106 -0.089
2 O 1.335 0.007 3.782
3 C 1.198 -0.034 2.583
4 O 0.055 -0.097 1.941
5 C 2.434 -0.023 1.681
6 C 3.753 -0.262 2.031
7 C 4.702 -0.264 1.010
8 C 4.340 -0.032 -0.317
9 C 2.999 0.192 -0.579
10 N 2.134 0.196 0.415
11 C 2.330 0.403 -1.935
12 O 3.013 0.822 -2.847
13 O 1.063 0.102 -1.989
14 H 4.017 -0.445 3.063
15 H 5.740 -0.457 1.251
16 H 5.062 -0.033 -1.122
17 C -0.042 4.453 -3.185
18 N 0.132 3.731 -1.916
19 C -0.404 2.563 -1.601
20 N 0.057 2.171 -0.421
21 C 0.885 3.186 -0.043
22 N 0.944 4.157 -0.921
23 C -0.171 3.442 -4.301
24 C -1.406 3.190 -4.887
25 C -1.563 2.123 -5.764
26 C -0.490 1.292 -6.047
27 C 0.755 1.561 -5.490
28 C 0.915 2.639 -4.629
29 C 1.922 0.687 -5.684
30 N 3.089 1.011 -6.117
31 N 3.912 -0.073 -5.867
32 C 3.176 -0.965 -5.299
33 O 1.885 -0.576 -5.191
34 C 3.642 -2.172 -4.614
35 C 4.933 -2.637 -4.854
36 C 5.443 -3.666 -4.082
37 C 4.674 -4.233 -3.074
38 C 3.376 -3.794 -2.851
39 C 2.530 -4.472 -1.793
40 N 1.474 -3.610 -1.288
41 C 1.511 -2.639 -0.383
42 N 0.349 -1.996 -0.376
43 C -0.375 -2.644 -1.341
44 N 0.268 -3.630 -1.900
45 C 2.859 -2.760 -3.626
46 H 0.823 5.105 -3.288
47 H -0.938 5.071 -3.120
48 H -1.057 1.999 -2.243
49 H 1.436 3.192 0.882
50 H -2.259 3.807 -4.630
51 H -2.529 1.928 -6.209
52 H -0.615 0.443 -6.706
53 H 1.881 2.792 -4.165
54 H 5.531 -2.161 -5.620
55 H 6.450 -4.021 -4.255
56 H 5.087 -5.026 -2.461
57 H 3.143 -4.824 -0.964
58 H 2.007 -5.329 -2.216
59 H 2.372 -2.421 0.228
60 H -1.380 -2.375 -1.590
61 H 1.859 -2.384 -3.450
62 F -2.712 -1.127 -0.523
63 B -1.958 -0.009 -0.373
64 F -2.776 1.063 -0.288

Entry from the OMol25 dataset: a molecular structure, C27H19BrF4MnO3P at a distorted geometry (the ωB97M-V functional and the def2-TZVPD basis).

HOMO (alpha / beta) ... -10.88 / -11.09 eV
Charge ... +1
LUMO (alpha / beta) ... -0.1292 / -0.1341 hartree
F_max ... 3.5 eV/A
2S+1 ... 6

Geometry (Å):
1 Mn -1.308 1.539 0.143
2 F 2.802 6.486 -1.641
3 C 2.526 5.305 -1.089
4 C 3.504 4.322 -1.039
5 F 4.782 4.513 -1.331
6 C 3.052 3.042 -0.671
7 F 4.053 2.089 -0.606
8 C 1.792 2.814 -0.155
9 P 1.074 1.190 -0.124
10 C 1.858 0.332 1.322
11 C 1.235 0.288 2.580
12 C 1.866 -0.393 3.593
13 C 3.086 -1.071 3.422
14 C 3.693 -1.008 2.186
15 C 3.075 -0.332 1.160
16 C 1.713 0.275 -1.592
17 C 2.092 1.013 -2.691
18 C 2.594 0.310 -3.822
19 C 2.915 -1.032 -3.747
20 C 2.533 -1.756 -2.612
21 C 1.819 -1.131 -1.644
22 C 1.019 3.923 0.175
23 Br -0.565 3.779 1.222
24 C 1.294 5.113 -0.442
25 F 0.398 6.110 -0.205
26 H 0.259 0.778 2.727
27 H 1.397 -0.409 4.578
28 H 3.552 -1.687 4.191
29 H 4.665 -1.553 1.944
30 H 3.646 -0.263 0.238
31 H 1.988 2.092 -2.654
32 H 2.749 0.833 -4.789
33 H 3.443 -1.504 -4.573
34 H 2.702 -2.905 -2.519
35 H 1.195 -1.700 -0.860
36 C -2.618 -5.336 1.662
37 O -3.532 -4.323 2.100
38 C -3.445 -3.170 1.303
39 C -4.528 -3.006 0.434
40 C -4.679 -1.819 -0.252
41 C -3.777 -0.718 -0.044
42 C -3.972 0.656 -0.594
43 C -5.398 1.106 -0.903
44 O -3.030 1.461 -0.697
45 C -2.619 -1.025 0.783
46 O -1.660 -0.147 0.979
47 C -2.462 -2.227 1.433
48 H -3.096 -6.309 1.818
49 H -1.673 -5.183 2.182
50 H -2.472 -5.273 0.559
51 H -5.277 -3.758 0.391
52 H -5.620 -1.671 -0.751
53 H -5.557 0.865 -1.940
54 H -5.468 2.232 -0.860
55 H -6.095 0.546 -0.346
56 H -1.520 -2.308 2.068